Computed, not measured: the molecule C18H21N3OS, with wB97M-V/def2-TZVPD.

Each line ends with the Löwdin charge.
Positions of all 44 atoms, in Å:
C (-3.1243, 2.3420, 3.7280)  -0.08
O (-2.3747, 1.7428, 2.6985)  -0.08
C (-1.2612, 2.3855, 2.2530)  -0.22
C (-0.6937, 3.5117, 2.8348)  -0.01
C (0.4599, 4.0635, 2.3016)  -0.08
C (1.0641, 3.5080, 1.1901)  -0.08
C (0.5023, 2.3898, 0.5970)  -0.02
C (-0.6514, 1.8346, 1.1160)  -0.23
N (-1.2357, 0.6931, 0.5048)  -0.05
C (-0.9565, -0.6211, 1.0758)  -0.12
N (-1.1502, -1.6653, 0.1043)  -0.13
C (-0.1448, -1.6559, -0.9548)  -0.17
C (1.1569, -2.3152, -0.4822)  -0.13
C (2.1426, -2.3553, -1.6149)  -0.25
C (2.1971, -3.4470, -2.4712)  -0.05
C (3.0787, -3.4635, -3.5375)  -0.09
C (3.9150, -2.3838, -3.7638)  -0.10
C (3.8663, -1.2893, -2.9177)  -0.08
C (2.9849, -1.2764, -1.8514)  -0.05
C (-2.5071, -1.5979, -0.3717)  -0.18
N (-2.8186, -0.2704, -0.8720)  0.03
C (-2.2331, 0.8508, -0.3917)  -0.85
S (-2.6820, 2.3339, -0.9692)  0.63
H (-3.4458, 3.3500, 3.4511)  0.10
H (-2.5597, 2.3803, 4.6655)  0.09
H (-4.0000, 1.7085, 3.8613)  0.09
H (-1.1459, 3.9696, 3.7003)  0.10
H (0.8841, 4.9418, 2.7648)  0.10
H (1.9597, 3.9465, 0.7784)  0.10
H (0.9410, 1.9528, -0.2875)  0.12
H (0.0776, -0.6201, 1.4276)  0.13
H (-1.6172, -0.8096, 1.9335)  0.14
H (0.0655, -0.6387, -1.3137)  0.13
H (-0.5361, -2.2308, -1.7966)  0.13
H (0.9282, -3.3230, -0.1337)  0.12
H (1.5780, -1.7514, 0.3514)  0.11
H (1.5466, -4.2926, -2.2969)  0.11
H (3.1132, -4.3210, -4.1937)  0.10
H (4.6033, -2.3958, -4.5959)  0.10
H (4.5170, -0.4442, -3.0883)  0.10
H (2.9532, -0.4212, -1.1907)  0.11
H (-2.6560, -2.3244, -1.1751)  0.13
H (-3.1745, -1.8595, 0.4643)  0.13
H (-3.5664, -0.1317, -1.5317)  0.11

Summary:
- ΔE to the lowest compared entry with this formula, charge and spin: 38.2 kcal per mole
- Gap between HOMO and LUMO: 0.3087 hartree
- SMILES string: COc1ccccc1N1CN(CCc2ccccc2)CNC1=S
- Lowest unoccupied orbital energy: 0.69 eV
- E_HOMO: -7.710 eV
- Spin multiplicity: 1
- Calculated total energy: -1336.20184 hartree